The following is a DFT calculation (ωB97M-V with the def2-TZVPD basis set) of the molecule C8H17NO.

Output
Energy relative to the best compared isomer or geometry (same formula, charge and spin) = 75.5 kcal per mole
LUMO level = 0.024 Eh
SMILES string = C[N@H+]1CCC(C)(C)[C@]1(C)[O-]
Calculated total energy = -444.9275 hartree
Frontier orbital gap = 8.49 eV

Structure (ORCA input):
```
! RIJCOSX wB97M-V def2-TZVPD def2/J DEFGRID3
* xyz 0 1
C 0.7223 1.4068 2.2984
N 0.7048 0.8664 0.9593
C 1.5644 -0.6411 0.7390
C 0.7221 -1.3407 -0.3278
C -0.1969 -0.3181 -1.0434
C 0.6060 0.4892 -2.0714
C -1.3358 -1.0283 -1.7772
C -0.8016 0.6433 0.0318
C -1.7372 -0.0344 1.0352
O -1.0683 1.8428 -0.2887
H 0.3058 0.6869 3.0058
H 1.7294 1.7019 2.6120
H 0.0868 2.2912 2.3044
H 1.5300 1.0615 0.3435
H 2.6138 -0.5136 0.4587
H 1.4989 -1.1089 1.7195
H 1.3627 -1.8247 -1.0675
H 0.1029 -2.1069 0.1403
H 1.5238 0.8965 -1.6509
H 0.0072 1.3269 -2.4219
H 0.8795 -0.1438 -2.9158
H -0.9433 -1.6335 -2.5947
H -2.0202 -0.2846 -2.1851
H -1.8963 -1.6897 -1.1189
H -2.6807 -0.2447 0.5342
H -1.3304 -0.9601 1.4361
H -1.9497 0.6596 1.8449
*
```